(1)
Density functional theory data (ωB97M-V/def2-TZVPD) for a 2-piece molecular cluster, C7H8N5 overall.

The geometry in ORCA input format:
```
! wB97M-V def2-TZVPD RIJCOSX def2/J DEFGRID3
* xyz 1 1
C -1.9618 0.6228 1.5070
C 1.0414 -2.1385 -0.5083
C -2.7827 1.6393 1.1099
C 1.9190 -3.1531 -0.7246
C -0.7273 0.4848 0.8466
C -1.0920 2.6590 -0.0228
C 1.7963 -1.0519 -0.9430
N -2.3221 2.6794 0.3781
N 3.1038 -2.6790 -1.2076
N 2.9846 -1.3833 -1.3998
N -0.2624 1.5147 0.0628
N 0.8888 1.5094 -0.5472
H -2.2546 -0.1210 2.1814
H 0.0752 -2.0777 -0.0320
H -3.7810 1.8202 1.5510
H 1.8556 -4.1052 -0.4769
H -0.1348 -0.4107 0.7966
H -0.7531 3.5890 -0.3677
H 3.9120 -0.8347 -1.5454
H 1.2615 2.3253 -0.9953
*
```

Output
Calculated total energy, Ha: -544.7992
Frontier orbital gap (alpha / beta), Ha: 0.2494 / 0.1914

natural (NBO) charges in e:
1 C -0.253
2 C -0.457
3 C 0.137
4 C -0.038
5 C 0.140
6 C 0.288
7 C 0.289
8 N -0.362
9 N -0.231
10 N -0.409
11 N -0.154
12 N -0.227
13 H 0.269
14 H 0.213
15 H 0.252
16 H 0.212
17 H 0.271
18 H 0.233
19 H 0.449
20 H 0.378

***

(2)
Density functional theory data (ωB97M-V/def2-TZVPD) for C6H13HfN2 as an isolated structure.

The geometry in ORCA input format:
```
! wB97M-V def2-TZVPD RIJCOSX def2/J DEFGRID3
* xyz 1 1
C -2.1293 -1.1098 -0.3743
Hf 0.1490 -0.4122 -0.3397
N -0.4497 1.5653 -1.3736
H -0.0001 -1.0060 1.2134
H -1.6784 -0.4243 0.4704
H -2.4333 -2.0416 0.1196
H -1.4156 -1.4146 -1.2389
H -2.9600 -0.5305 -0.7962
H 0.2851 1.9238 -1.9939
H -0.6085 2.2836 -0.6600
H -1.3026 1.5214 -1.9420
C 4.1577 1.2876 1.8614
C 3.0211 1.0942 2.6450
C 1.8293 0.7184 2.0491
N 1.7643 0.5635 0.6912
C 2.8811 0.7246 -0.1000
C 4.0788 1.1071 0.4822
H 5.1030 1.5815 2.3193
H 3.0489 1.2357 3.7234
H 0.9008 0.5172 2.5837
H 2.7402 0.5693 -1.1804
H 4.9410 1.2630 -0.1693
*
```

Output
Calculated total energy, Ha: -393.5675
Frontier orbital gap (alpha / beta), Ha: 0.1997 / 0.1939

natural (NBO) charges in e:
1 C -0.875
2 Hf 1.069
3 N -1.116
4 H -0.401
5 H 0.227
6 H 0.283
7 H 0.166
8 H 0.260
9 H 0.397
10 H 0.427
11 H 0.415
12 C -0.112
13 C -0.235
14 C 0.090
15 N -0.597
16 C 0.024
17 C -0.231
18 H 0.248
19 H 0.250
20 H 0.247
21 H 0.215
22 H 0.249

***

(3)
Density functional theory data (ωB97M-V/def2-TZVPD) for C44H28F9InN5O3PTe as an isolated structure.

The geometry in ORCA input format:
```
! wB97M-V def2-TZVPD RIJCOSX def2/J DEFGRID3
* xyz -1 2
In -0.3875 1.2361 1.0253
O -2.5137 4.3821 3.1506
C -2.1104 3.4884 2.3966
O -1.3726 2.5240 2.6775
C -2.6898 3.4296 0.9596
C -3.4457 4.5261 0.3813
C -3.8209 4.3939 -0.9363
C -3.5196 3.2238 -1.6610
C -3.9920 3.0331 -2.9549
C -3.9231 1.7854 -3.5241
C -3.2813 0.6904 -2.8007
C -2.7415 0.9501 -1.6113
C -2.8767 2.2042 -0.9740
N -2.3876 2.3879 0.3100
H -3.7830 5.3808 0.9731
H -4.4548 5.2005 -1.3718
H -4.3601 3.9077 -3.4584
H -4.2929 1.6269 -4.5125
H -3.2341 -0.3531 -3.1826
H -2.2390 0.1365 -1.0824
N 1.2421 3.7186 -4.4191
C 0.5958 3.7106 -3.4467
N -0.2791 3.6777 -2.4651
C 0.0835 3.4903 -1.1994
N 0.2491 3.2745 -0.0466
O -2.2522 -0.4453 2.1823
N -2.6598 0.0321 3.3120
C -1.9208 -0.0340 4.4601
C -2.3432 0.4955 5.6709
C -3.4733 1.2504 5.7651
C -4.1951 1.4160 4.6106
C -3.8165 0.7508 3.4315
H -0.9906 -0.5831 4.3280
H -1.6979 0.4715 6.5092
H -3.7879 1.8403 6.5566
H -5.0854 2.0779 4.5406
H -4.3346 0.8066 2.5651
F 0.4850 -5.6153 3.2265
C 0.8707 -5.8019 1.9383
F 1.9920 -6.5342 1.9005
F -0.0771 -6.5585 1.3410
C 1.0602 -4.5039 1.2068
C 0.1484 -3.5408 1.2147
C 0.2159 -2.4332 0.3221
C 1.3464 -2.1480 -0.4103
C 2.4021 -3.1162 -0.3074
C 2.2133 -4.3159 0.4194
P 1.5247 -0.6048 -1.3210
C 3.1427 -0.8524 -2.1218
C 4.2953 -0.3883 -1.4345
C 5.5780 -0.6322 -1.9533
C 5.7221 -1.1747 -3.1942
C 4.5855 -1.6055 -3.8643
C 3.3309 -1.4842 -3.3387
C 7.0458 -1.3445 -3.9375
F 6.7872 -1.6672 -5.2210
F 7.7196 -0.2173 -4.0321
F 7.8638 -2.3275 -3.5053
C 0.4714 -0.7168 -2.7796
C -0.4773 -1.7577 -2.8072
C -1.1993 -2.0195 -3.9708
C -1.1951 -1.1282 -5.0238
C -0.4626 0.0844 -4.8861
C 0.3684 0.1886 -3.8115
C -2.1386 -1.2913 -6.1080
F -2.1266 -2.5591 -6.6900
F -3.3947 -1.1451 -5.6658
F -2.0246 -0.4259 -7.1416
H -0.6951 -3.6633 1.8350
H -0.5986 -1.7637 0.3383
H 3.3638 -2.9866 -0.7996
H 2.8945 -5.2026 0.3451
H 4.1527 0.1048 -0.4564
H 6.4844 -0.3035 -1.3720
H 4.7556 -2.1012 -4.8081
H 2.4824 -1.9604 -3.8662
H -0.4182 -2.5076 -2.0019
H -1.8297 -2.9127 -4.0765
H -0.5413 0.8922 -5.5694
H 0.9888 1.1064 -3.6695
Te 2.0547 0.6001 2.3996
C 1.6870 0.5888 4.5515
C 0.8233 1.5262 5.0633
C 0.6715 1.6461 6.3968
C 1.4114 0.8644 7.2741
C 2.3162 -0.0987 6.7617
C 2.4419 -0.2205 5.4568
H 0.2354 2.1377 4.4110
H 0.0206 2.4560 6.8222
H 1.4440 1.0578 8.3486
H 2.8978 -0.6943 7.4282
H 2.9758 -1.0331 4.9851
*
```

Output
Calculated total energy, Ha: -3891.3887
Frontier orbital gap (alpha / beta), Ha: 0.2193 / 0.2376

Mulliken charges in e:
1 In 1.495
2 O -0.828
3 C -0.102
4 O -0.477
5 C 0.759
6 C -1.005
7 C -1.009
8 C 1.873
9 C -0.851
10 C -0.689
11 C -1.003
12 C 0.033
13 C -0.964
14 N 0.507
15 H 0.498
16 H 0.335
17 H 0.434
18 H 0.452
19 H 0.563
20 H 0.523
21 N -0.704
22 C 0.532
23 N -0.478
24 C 0.779
25 N -0.793
26 O -0.618
27 N 0.397
28 C -0.424
29 C -0.737
30 C -0.433
31 C -0.577
32 C -0.493
33 H 0.699
34 H 0.615
35 H 0.452
36 H 0.322
37 H 0.715
38 F -0.262
39 C 0.918
40 F -0.284
41 F -0.266
42 C 0.323
43 C -1.453
44 C -0.027
45 C 0.847
46 C -0.556
47 C -1.161
48 P 0.759
49 C -0.649
50 C -0.382
51 C -0.781
52 C 0.268
53 C -0.422
54 C -0.251
55 C 0.694
56 F -0.305
57 F -0.251
58 F -0.264
59 C 0.250
60 C -0.035
61 C -1.287
62 C 0.423
63 C -1.080
64 C -0.147
65 C 0.913
66 F -0.309
67 F -0.249
68 F -0.299
69 H 0.544
70 H 0.665
71 H 0.267
72 H 0.350
73 H 0.329
74 H 0.310
75 H 0.476
76 H 0.366
77 H 0.327
78 H 0.346
79 H 0.573
80 H 0.358
81 Te -0.094
82 C -0.125
83 C -0.378
84 C -0.429
85 C -0.321
86 C -0.544
87 C -0.467
88 H 0.503
89 H 0.346
90 H 0.349
91 H 0.403
92 H 0.369

***

Number 1: maximum force 4.8 eV/A. Number 2: maximum force 2.6 eV/A. Number 3: maximum force 4.8 eV/A.